Entry 1:
Computed, not measured: a single C4H5NO2 molecule, with ωB97M-V/def2-TZVPD.

Geometry (Å):
N1 1.426 1.058 1.308
C1 0.418 0.192 0.968
C2 -0.110 0.346 -0.390
C3 -0.913 -0.604 -0.969
O1 -1.206 -0.607 -2.286
C4 -1.735 -1.391 -0.137
O2 -0.005 -0.628 1.779
H1 1.873 0.861 2.190
H2 2.000 1.479 0.596
H3 0.066 1.279 -0.922
H4 -0.614 0.012 -2.735
H5 -1.201 -1.998 0.599

## Properties
HOMO energy (spin up / spin down)   -8.9 / -8.7 eV
Kohn-Sham gap (spin up / spin down)   7.74 / 7.87 eV
Molar mass   99.09 g mol⁻¹
Total charge   0
LUMO (spin up / spin down)   -1.13 / -0.84 eV
Multiplicity   1

These are the natural (NBO) partial charges, in e, on atoms 1 to 6:
1. N -0.81
2. C 0.63
3. C -0.42
4. C 0.19
5. O -0.64
6. C 0.01


Entry 2:
Computed, not measured: 12 unconnected molecules or ions with the total composition C55H81F5O13S3 at a distorted geometry, with ωB97M-V/def2-TZVPD.

Geometry (Å):
C1 3.929 3.796 -0.434
C2 4.394 3.251 -1.776
C3 5.227 4.392 -2.343
O1 5.938 4.888 -1.202
C4 5.032 4.848 -0.105
H1 3.957 3.065 0.373
H2 2.969 4.308 -0.455
H3 3.604 3.011 -2.491
H4 5.061 2.399 -1.642
H5 4.619 5.238 -2.690
H6 5.939 4.088 -3.106
H7 4.622 5.848 0.079
H8 5.625 4.599 0.777
C5 -4.453 2.394 -2.412
C6 -5.076 1.079 -2.897
C7 -4.007 0.052 -2.592
O2 -2.783 0.734 -2.841
C8 -2.925 2.081 -2.441
H9 -4.746 2.624 -1.391
H10 -4.690 3.193 -3.113
H11 -5.343 1.082 -3.953
H12 -6.000 0.865 -2.353
H13 -4.107 -0.833 -3.219
H14 -4.014 -0.300 -1.553
H15 -2.401 2.732 -3.136
H16 -2.544 2.286 -1.436
C9 -2.454 1.455 1.460
C10 -3.388 0.229 1.547
C11 -3.522 -0.005 3.065
O3 -2.959 1.116 3.733
C12 -1.932 1.610 2.886
H17 -3.076 2.318 1.213
H18 -1.650 1.342 0.737
H19 -2.967 -0.679 1.110
H20 -4.338 0.409 1.045
H21 -2.941 -0.887 3.361
H22 -4.555 -0.138 3.388
H23 -1.007 1.024 2.995
H24 -1.747 2.645 3.163
C13 -1.223 -4.384 -1.199
C14 -1.164 -4.409 -2.723
C15 -1.711 -3.026 -3.042
O4 -2.818 -2.885 -2.168
C16 -2.481 -3.527 -0.926
H25 -0.354 -3.883 -0.768
H26 -1.271 -5.348 -0.695
H27 -1.807 -5.173 -3.162
H28 -0.153 -4.561 -3.106
H29 -2.022 -2.962 -4.085
H30 -0.964 -2.242 -2.877
H31 -3.320 -4.174 -0.678
H32 -2.330 -2.786 -0.147
O5 0.296 6.513 -5.007
S1 0.005 5.692 -3.881
O6 -0.420 6.232 -2.642
O7 -1.116 4.639 -4.316
C17 -1.246 4.349 -5.724
C18 -2.060 3.090 -5.890
C19 1.354 4.575 -3.552
H33 -0.273 4.287 -6.212
H34 -1.776 5.177 -6.200
H35 -1.508 2.218 -5.535
H36 -2.284 2.952 -6.946
H37 -2.988 3.151 -5.324
H38 0.906 3.685 -3.126
H39 1.978 5.072 -2.811
H40 1.906 4.413 -4.473
O8 -1.482 -6.542 2.188
S2 -0.259 -6.030 2.705
O9 0.827 -6.894 3.034
O10 0.225 -4.983 1.636
C20 1.462 -4.261 1.868
C21 2.137 -4.087 0.543
C22 -0.592 -5.006 4.097
H41 2.103 -4.842 2.536
H42 1.240 -3.309 2.346
H43 3.083 -3.553 0.653
H44 1.498 -3.510 -0.128
H45 2.391 -5.014 0.030
H46 -1.326 -4.251 3.830
H47 0.351 -4.578 4.434
H48 -0.925 -5.664 4.899
O11 -4.492 -3.327 1.392
S3 -3.676 -3.881 2.415
O12 -2.267 -3.679 2.381
O13 -4.153 -3.315 3.809
C23 -5.571 -3.045 3.995
C24 -5.705 -2.285 5.293
C25 -4.035 -5.595 2.587
H49 -6.074 -4.011 4.096
H50 -5.949 -2.513 3.126
H51 -6.694 -1.828 5.346
H52 -4.935 -1.523 5.396
H53 -5.629 -2.956 6.149
H54 -5.112 -5.726 2.636
H55 -3.573 -5.936 3.511
H56 -3.553 -6.111 1.759
F1 3.867 -1.904 3.045
C26 4.979 -2.273 2.369
C27 5.440 -1.494 1.332
C28 6.610 -1.868 0.681
C29 7.272 -3.040 1.033
C30 6.767 -3.810 2.071
C31 5.602 -3.445 2.726
H57 4.955 -0.573 1.042
H58 6.993 -1.250 -0.121
H59 8.141 -3.320 0.453
H60 7.309 -4.693 2.387
H61 5.259 -4.056 3.550
F2 0.096 -3.012 -7.824
C32 0.202 -1.953 -6.999
C33 -0.916 -1.537 -6.305
C34 -0.789 -0.503 -5.385
C35 0.439 0.110 -5.192
C36 1.536 -0.300 -5.920
C37 1.430 -1.352 -6.821
H62 -1.862 -2.046 -6.440
H63 -1.676 -0.220 -4.830
H64 0.511 0.920 -4.477
H65 2.506 0.171 -5.828
H66 2.289 -1.709 -7.372
F3 -0.347 3.430 -1.217
C38 -0.429 4.115 -0.050
C39 -1.413 5.075 0.052
C40 -1.518 5.810 1.227
C41 -0.709 5.507 2.311
C42 0.242 4.493 2.208
C43 0.403 3.816 1.006
H67 -2.064 5.287 -0.785
H68 -2.288 6.565 1.311
H69 -0.790 6.050 3.244
H70 0.815 4.220 3.083
H71 1.144 3.028 0.966
F4 1.107 2.465 4.801
C44 2.255 1.900 5.232
C45 3.186 1.460 4.324
C46 4.346 0.852 4.782
C47 4.552 0.721 6.143
C48 3.662 1.280 7.048
C49 2.486 1.855 6.599
H72 2.967 1.535 3.268
H73 5.027 0.463 4.038
H74 5.411 0.177 6.517
H75 3.811 1.206 8.117
H76 1.778 2.369 7.236
F5 2.873 0.473 1.299
C50 1.757 0.189 0.583
C51 1.513 0.840 -0.605
C52 0.357 0.535 -1.327
C53 -0.504 -0.438 -0.859
C54 -0.249 -1.071 0.350
C55 0.868 -0.735 1.087
H77 2.145 1.643 -0.966
H78 0.178 1.047 -2.261
H79 -1.387 -0.669 -1.441
H80 -0.983 -1.761 0.743
H81 1.076 -1.163 2.060

## Properties
HOMO energy   -9.2 eV
Kohn-Sham gap   9.56 eV
Structure (SMILES)   CCOS(C)(=O)=O.CCOS(C)(=O)=O.CCOS(C)(=O)=O.Fc1ccccc1.Fc1ccccc1.Fc1ccccc1.Fc1ccccc1.Fc1ccccc1.C1CCOC1.C1CCOC1.C1CCOC1.C1CCOC1
Molar mass   1141.43 g mol⁻¹
Total charge   0
LUMO   0.35 eV
Multiplicity   1

These are the Löwdin partial charges, in e, on atoms 1 to 6:
1. C -0.16
2. C -0.18
3. C -0.20
4. O -0.15
5. C -0.19
6. H 0.10


Entry 3:
Computed, not measured: a molecular structure, C34H33FN5O3PPb, with ωB97M-V/def2-TZVPD.

Geometry (Å):
Pb1 0.080 1.644 0.450
N1 -1.125 0.862 -3.039
P1 -1.818 2.226 -2.376
C1 -1.770 3.481 -3.589
C2 -2.909 4.263 -3.859
C3 -2.832 5.251 -4.818
C4 -1.633 5.478 -5.492
C5 -0.497 4.719 -5.214
C6 -0.551 3.731 -4.256
C7 -3.397 1.904 -1.647
C8 -4.092 0.719 -1.915
C9 -5.367 0.559 -1.402
C10 -5.936 1.562 -0.622
C11 -5.234 2.729 -0.336
C12 -3.956 2.902 -0.836
C13 -0.668 -0.294 -2.387
C14 -0.526 -1.450 -3.148
C15 -0.085 -2.605 -2.540
C16 0.191 -2.587 -1.175
C17 0.042 -1.405 -0.497
N2 -0.366 -0.251 -1.079
H1 -1.067 0.826 -4.050
H2 -3.846 4.068 -3.354
H3 -3.706 5.842 -5.055
H4 -1.583 6.257 -6.242
H5 0.426 4.911 -5.744
H6 0.335 3.153 -4.025
H7 -3.662 -0.047 -2.548
H8 -5.929 -0.337 -1.628
H9 -6.941 1.436 -0.242
H10 -5.689 3.505 0.264
H11 -3.412 3.818 -0.628
H12 -0.771 -1.435 -4.202
H13 0.036 -3.511 -3.119
H14 0.531 -3.472 -0.658
H15 0.271 -1.351 0.558
F1 -3.885 -0.138 6.148
C18 -2.580 -0.398 6.019
C19 -1.993 -0.084 4.835
C20 -0.618 -0.298 4.629
C21 0.026 0.135 3.425
O1 -0.609 0.700 2.481
C22 1.451 -0.109 3.360
C23 2.109 -0.746 4.426
N3 1.488 -1.150 5.508
C24 2.266 -1.773 6.585
C25 3.342 -2.753 6.236
C26 2.075 -3.232 6.878
C27 0.109 -0.890 5.681
C28 -0.501 -1.211 6.882
C29 -1.862 -0.945 7.123
N4 -2.446 -1.198 8.337
C30 -3.896 -1.058 8.587
C31 -4.256 -1.526 9.993
N5 -3.535 -2.802 10.314
C32 -2.025 -2.618 10.303
C33 -1.668 -1.332 9.567
C34 2.286 0.445 2.288
O2 3.327 0.905 2.814
O3 1.975 0.538 1.074
H16 -2.594 0.368 4.058
H17 3.174 -0.927 4.381
H18 2.437 -1.082 7.400
H19 4.247 -2.708 6.825
H20 3.492 -3.022 5.200
H21 2.101 -3.543 7.913
H22 1.390 -3.782 6.246
H23 0.097 -1.689 7.639
H24 -4.447 -1.645 7.855
H25 -4.229 -0.022 8.503
H26 -5.326 -1.709 10.060
H27 -3.987 -0.809 10.765
H28 -3.802 -3.521 9.638
H29 -3.837 -3.152 11.226
H30 -1.601 -3.498 9.825
H31 -1.685 -2.579 11.336
H32 -0.603 -1.337 9.373
H33 -1.849 -0.462 10.203

## Properties
HOMO energy (spin up / spin down)   -18.0 / -17.5 eV
Kohn-Sham gap (spin up / spin down)   6.06 / 4.37 eV
Molar mass   816.84 g mol⁻¹
Total charge   +4
LUMO (spin up / spin down)   -11.97 / -13.10 eV
Multiplicity   1

These are the Löwdin partial charges, in e, on atoms 1 to 6:
1. Pb 1.59
2. N -0.08
3. P 1.05
4. C -0.35
5. C -0.05
6. C -0.02


Entry 4:
Computed, not measured: 9 unconnected molecules or ions with the total composition C22H60N10O9 at a distorted geometry, with ωB97M-V/def2-TZVPD.

Geometry (Å):
O1 -1.448 -0.050 2.251
H1 -0.799 0.240 1.572
H2 -1.959 0.782 2.410
O2 1.610 2.401 2.212
H3 1.115 3.132 1.736
H4 2.381 2.901 2.538
O3 0.749 0.649 0.213
H5 1.386 -0.082 0.337
H6 1.180 1.284 0.853
C1 3.348 -0.432 2.951
C2 2.763 -1.798 2.505
C3 1.241 -1.909 2.857
C4 0.554 -3.122 2.145
C5 0.777 -3.016 0.599
C6 2.219 -2.873 0.215
N1 2.865 -1.741 0.960
O4 4.235 -1.781 0.524
C7 3.033 -4.252 0.361
C8 2.257 -2.490 -1.259
C9 3.532 -2.983 3.155
H7 2.968 0.395 2.352
H8 4.445 -0.485 2.968
H9 3.110 -0.080 3.963
H10 1.166 -2.042 3.924
H11 0.801 -1.016 2.566
H12 -0.548 -3.128 2.317
H13 0.988 -4.091 2.460
H14 0.226 -2.228 0.165
H15 0.405 -3.952 0.116
H16 4.113 -4.194 0.308
H17 2.747 -4.795 1.277
H18 2.747 -4.821 -0.544
H19 1.765 -3.292 -1.747
H20 1.566 -1.677 -1.474
H21 3.234 -2.369 -1.697
H22 2.750 -3.754 3.375
H23 3.858 -2.672 4.177
H24 4.333 -3.336 2.539
H25 4.424 -0.834 0.499
C10 1.910 1.183 -4.990
C11 0.955 2.133 -4.178
C12 0.165 3.122 -5.028
C13 -0.896 2.361 -5.868
C14 -1.827 1.465 -4.955
C15 -1.063 0.673 -3.865
N2 -0.012 1.514 -3.249
O5 0.652 0.587 -2.381
C16 -2.060 0.506 -2.699
C17 -0.581 -0.670 -4.598
C18 1.864 3.045 -3.299
H26 1.323 0.431 -5.455
H27 2.482 0.589 -4.186
H28 2.629 1.674 -5.651
H29 -0.374 3.724 -4.251
H30 0.855 3.756 -5.645
H31 -0.400 1.887 -6.692
H32 -1.520 3.114 -6.302
H33 -2.464 0.864 -5.600
H34 -2.497 2.222 -4.468
H35 -2.212 1.367 -2.115
H36 -3.050 0.231 -3.140
H37 -1.751 -0.252 -1.926
H38 0.279 -1.096 -4.126
H39 -1.408 -1.368 -4.450
H40 -0.439 -0.527 -5.661
H41 2.642 3.506 -3.917
H42 2.231 2.471 -2.500
H43 1.227 3.839 -2.959
H44 0.440 0.878 -1.461
C19 -2.833 -1.750 5.313
O6 -3.242 -2.038 6.391
N3 -3.039 -2.318 4.074
N4 -1.971 -0.580 5.163
H45 -2.687 -1.855 3.244
H46 -3.742 -2.955 3.851
H47 -1.568 -0.388 6.068
H48 -1.397 -0.365 4.369
C20 -1.075 3.244 0.127
O7 -0.429 3.642 1.140
N5 -0.391 3.239 -1.069
N6 -2.313 2.762 0.222
H49 -0.561 2.862 -1.988
H50 0.539 3.547 -0.878
H51 -2.515 2.564 1.241
H52 -2.820 2.508 -0.578
C21 -3.809 -1.514 -0.785
O8 -4.678 -1.753 -1.598
N7 -3.795 -0.460 0.042
N8 -2.833 -2.444 -0.540
H53 -4.337 0.381 -0.240
H54 -2.945 -0.272 0.587
H55 -2.129 -2.130 0.093
H56 -2.663 -3.153 -1.311
C22 -2.257 2.392 4.125
O9 -2.851 2.248 3.015
N9 -2.942 2.446 5.307
N10 -0.962 2.657 4.130
H57 -2.323 2.213 6.063
H58 -3.809 1.900 5.163
H59 -0.453 2.700 3.238
H60 -0.409 2.956 4.956

## Properties
HOMO energy   -9.1 eV
Kohn-Sham gap   9.23 eV
Structure (SMILES)   CC1(C)CCCC(C)(C)N1O.CC1(C)CCCC(C)(C)N1O.NC(N)=O.NC(N)=O.NC(N)=O.NC(N)=O.O.O.O
Molar mass   608.78 g mol⁻¹
Total charge   0
LUMO   0.09 eV
Multiplicity   1

These are the Löwdin partial charges, in e, on atoms 1 to 6:
1. O -0.10
2. H 0.03
3. H 0.01
4. O -0.10
5. H 0.03
6. H 0.07


Entry 5:
Computed, not measured: a molecular structure, C17H15N3O3S at a distorted geometry, with ωB97M-V/def2-TZVPD.

Geometry (Å):
C1 -2.348 -0.679 6.204
C2 -1.369 -1.671 5.937
C3 -0.673 -1.963 4.732
C4 0.245 -2.866 4.918
C5 -0.102 -3.108 6.185
O1 -0.844 -2.376 6.705
H1 0.704 -3.784 6.771
H2 0.887 -3.320 4.108
C6 -0.896 -1.141 3.305
N1 -1.696 -0.129 3.180
N2 -1.404 0.051 1.752
C7 -0.592 -0.617 1.231
S1 -0.048 -0.403 -0.174
C8 -0.795 0.778 -0.897
H3 -1.877 0.441 -1.398
H4 -0.989 1.576 -0.083
C9 -0.019 1.812 -1.802
O2 0.480 2.835 -1.585
N3 0.150 0.932 -3.042
C10 1.063 1.635 -4.154
C11 1.460 2.885 -4.282
C12 2.404 3.204 -5.474
C13 2.362 2.250 -6.470
C14 1.859 1.106 -6.397
C15 0.825 0.542 -5.330
C16 0.264 -0.569 -4.810
H5 0.921 -1.193 -4.792
H6 -0.479 -0.921 -5.628
C17 -0.206 -0.147 -3.526
H7 0.029 -0.948 -2.701
H8 -1.425 -0.314 -3.569
H9 1.601 0.407 -7.258
H10 2.827 2.582 -7.325
H11 2.630 4.305 -5.450
H12 1.476 3.642 -3.398
O3 0.017 -1.603 2.289
H13 -2.800 -0.125 5.239
H14 -3.057 -1.182 6.504
H15 -2.083 -0.076 6.940

## Properties
HOMO energy   -7.8 eV
Kohn-Sham gap   8.04 eV
Molar mass   341.39 g mol⁻¹
Total charge   0
LUMO   0.21 eV
Multiplicity   1

These are the natural (NBO) partial charges, in e, on atoms 1 to 6:
1. C -0.64
2. C 0.29
3. C -0.17
4. C -0.31
5. C 0.10
6. O -0.32


Entry 6:
Computed, not measured: a single C2H6BrFSi molecule at a distorted geometry, with ωB97M-V/def2-TZVPD.

Geometry (Å):
C1 -0.193 0.012 -1.659
C2 -0.282 0.102 1.601
F1 -1.001 -2.085 0.066
Si1 -0.988 -0.443 -0.014
Br1 -3.119 0.167 0.003
H1 -0.672 0.746 -2.365
H2 0.813 0.492 -1.515
H3 0.130 -0.849 -2.282
H4 0.814 -0.185 1.766
H5 -0.245 1.136 1.633
H6 -0.918 -0.560 2.305

## Properties
HOMO energy   -10.6 eV
Kohn-Sham gap   11.33 eV
Structure (SMILES)   C[Si](C)(F)Br
Molar mass   157.06 g mol⁻¹
Total charge   0
LUMO   0.72 eV
Multiplicity   1

These are the natural (NBO) partial charges, in e, on atoms 1 to 6:
1. C -1.19
2. C -1.17
3. F -0.65
4. Si 1.80
5. Br -0.34
6. H 0.27